Below is a 8-piece molecular cluster, C11H27Cl6N5O10 overall at a distorted geometry, with properties calculated with the ωB97M-V functional and the def2-TZVPD basis.

Structure (XYZ):
```
59
Properties=species:S:1:pos:R:3
C 1.4446 -3.4910 -2.3697
N 0.1993 -3.3424 -3.2169
O 0.2455 -2.4911 -4.1077
O -0.6809 -4.0929 -2.9761
H 1.8133 -4.5421 -2.4585
H 1.1333 -3.2381 -1.3828
H 2.0742 -2.7459 -2.8228
C -2.8558 1.0653 4.6148
N -2.4632 0.1632 3.4485
O -3.2652 -0.6859 3.0470
O -1.3973 0.3838 2.9518
H -2.9526 0.3700 5.4916
H -3.7841 1.5443 4.4789
H -2.1198 1.8190 4.8901
C 0.4256 -2.1159 2.8858
N 0.7938 -3.1151 1.8245
O 0.1117 -3.0781 0.8309
O 1.8010 -3.7661 2.1138
H -0.1947 -2.6801 3.5300
H -0.0994 -1.2437 2.4588
H 1.3973 -1.9244 3.3263
C -2.1818 -1.3839 -0.0496
N -0.8336 -0.7357 -0.4130
O -0.3129 0.1627 0.2845
O -0.3827 -1.0779 -1.4942
H -2.8816 -0.5360 -0.2542
H -2.2392 -1.7578 0.9633
H -2.2618 -2.0844 -0.8510
C -1.2054 0.6924 -4.2347
N -2.5246 0.6150 -3.5330
O -2.5919 1.2971 -2.5259
O -3.4203 -0.0817 -4.0265
H -0.4787 0.5605 -3.4585
H -1.1397 1.6585 -4.7530
H -1.2953 -0.1086 -4.9782
Cl -2.2572 4.4068 2.7847
C -1.5469 3.3493 1.5469
C -2.4753 3.1817 0.2919
Cl -3.6630 1.9860 0.5271
H -1.4530 2.4236 2.0964
H -0.5481 3.8039 1.3731
H -1.6910 2.8121 -0.3303
H -2.9596 4.0519 -0.1527
Cl 1.5608 3.5850 -3.9873
C 1.1399 3.0926 -2.3023
C 2.3282 2.6183 -1.4641
Cl 3.0406 3.9198 -0.4665
H 0.5305 2.1826 -2.3104
H 0.6142 3.9342 -1.9284
H 3.1190 2.1695 -2.0360
H 1.9812 1.8589 -0.7413
Cl 3.2308 0.4582 2.0826
C 4.3576 -0.9035 1.8928
C 4.2617 -1.6366 0.6159
Cl 4.5769 -0.6139 -0.7956
H 4.2174 -1.5948 2.7759
H 5.3773 -0.5642 2.1717
H 3.3083 -2.1359 0.5637
H 5.0723 -2.3986 0.5579
```

**HOMO level**: -10.54 eV
**Structure (SMILES)**: C[N+](=O)[O-].C[N+](=O)[O-].C[N+](=O)[O-].C[N+](=O)[O-].C[N+](=O)[O-].ClCCCl.ClCCCl.ClCCCl
**E**: -114890.6687 eV
**ΔE to the lowest compared entry with this formula, charge and spin**: 8.3 kJ/mol
**Multiplicity**: 1
**HOMO-LUMO gap**: 10.2 eV

Mulliken charges, unit e, in atom order:
1 C -0.497
2 N 1.033
3 O -0.581
4 O -0.574
5 H 0.322
6 H 0.025
7 H 0.289
8 C -0.870
9 N 0.888
10 O -0.539
11 O -0.457
12 H 0.305
13 H 0.332
14 H 0.336
15 C -0.506
16 N 0.943
17 O -0.548
18 O -0.555
19 H 0.375
20 H -0.100
21 H 0.315
22 C -0.858
23 N 0.839
24 O -0.427
25 O -0.378
26 H 0.303
27 H 0.171
28 H 0.365
29 C -0.447
30 N 0.868
31 O -0.452
32 O -0.557
33 H -0.030
34 H 0.299
35 H 0.282
36 Cl -0.232
37 C 0.043
38 C 0.361
39 Cl -0.164
40 H -0.317
41 H 0.290
42 H -0.412
43 H 0.460
44 Cl -0.221
45 C 0.151
46 C 0.025
47 Cl -0.228
48 H -0.235
49 H 0.330
50 H 0.391
51 H -0.167
52 Cl -0.118
53 C -0.596
54 C 0.063
55 Cl -0.172
56 H 0.289
57 H 0.373
58 H -0.176
59 H 0.350